Molecular formula: C87H189N4O13P3
Method: DFT, ωB97M-V/def2-TZVPD

Results
Total charge: +2
Max |F|: 0.1813 Eh/bohr
HOMO energy: -0.3685 Ha
Frontier orbital gap: 7.2 eV

Last column: Löwdin charge in e.
Atoms and positions in Å:
1 C 7.84 5.03 -2.49  -0.078
2 C 6.56 4.13 -2.57  -0.218
3 C 5.31 4.80 -3.07  -0.117
4 N 4.07 3.91 -3.02  -0.252
5 C 3.74 3.78 -1.53  0.018
6 C 4.16 2.62 -3.71  -0.159
7 C 2.82 2.15 -4.00  -0.159
8 C 1.92 3.40 -4.00  -0.128
9 C 2.85 4.60 -3.69  -0.064
10 H 8.13 5.30 -3.51  0.066
11 H 8.63 4.40 -2.09  0.072
12 H 7.71 6.01 -1.92  0.093
13 H 6.36 3.66 -1.57  0.090
14 H 6.78 3.24 -3.14  0.108
15 H 5.40 4.98 -4.11  0.112
16 H 5.06 5.73 -2.55  0.137
17 H 3.79 4.76 -1.09  0.081
18 H 4.48 3.03 -1.24  0.060
19 H 2.75 3.37 -1.40  0.088
20 H 4.80 1.97 -3.08  0.123
21 H 4.80 2.84 -4.62  0.160
22 H 2.50 1.43 -3.24  0.090
23 H 2.79 1.67 -4.98  0.121
24 H 1.05 3.33 -3.31  0.096
25 H 1.54 3.65 -5.02  0.114
26 H 2.54 5.36 -2.93  0.125
27 H 3.31 5.11 -4.57  0.136
28 C 2.57 2.54 1.52  -0.080
29 C 1.68 1.36 1.76  -0.236
30 C 0.71 1.49 0.60  -0.107
31 N -0.40 0.43 0.61  -0.218
32 C -1.20 0.53 -0.65  0.009
33 C -1.41 0.50 1.78  -0.074
34 C -1.79 -0.94 2.06  -0.137
35 C -1.05 -1.81 1.09  -0.172
36 C 0.14 -0.98 0.73  -0.102
37 H 3.17 2.43 0.64  0.051
38 H 3.23 2.72 2.34  0.063
39 H 1.90 3.38 1.31  0.076
40 H 1.20 1.44 2.74  0.068
41 H 2.26 0.43 1.80  0.096
42 H 1.28 1.34 -0.34  0.125
43 H 0.18 2.44 0.47  0.120
44 H -0.65 0.12 -1.51  0.110
45 H -1.32 1.61 -0.85  0.092
46 H -2.15 0.02 -0.59  0.097
47 H -2.20 1.10 1.33  0.099
48 H -0.94 1.05 2.57  0.113
49 H -2.90 -1.14 1.99  0.126
50 H -1.62 -1.15 3.11  0.110
51 H -1.66 -2.24 0.29  0.102
52 H -0.72 -2.70 1.61  0.100
53 H 0.71 -1.27 -0.17  0.142
54 H 0.85 -0.97 1.61  0.144
55 C -2.64 1.62 5.45  -0.059
56 C -3.66 1.23 4.34  -0.210
57 C -5.02 1.90 4.56  -0.124
58 N -6.03 1.76 3.45  -0.294
59 C -6.04 0.43 2.92  -0.011
60 C -5.82 2.82 2.40  -0.091
61 C -7.19 3.18 1.75  -0.106
62 C -8.23 2.57 2.76  -0.097
63 C -7.34 2.14 4.00  -0.107
64 H -2.55 2.71 5.61  0.073
65 H -1.65 1.18 5.25  0.074
66 H -2.92 1.29 6.42  0.063
67 H -3.80 0.14 4.27  0.110
68 H -3.23 1.50 3.36  0.082
69 H -4.92 2.95 4.83  0.138
70 H -5.47 1.42 5.44  0.141
71 H -5.05 0.26 2.45  0.102
72 H -6.74 0.19 2.11  0.107
73 H -6.32 -0.31 3.70  0.141
74 H -5.09 2.46 1.63  0.117
75 H -5.45 3.73 2.83  0.128
76 H -7.25 2.72 0.76  0.102
77 H -7.25 4.23 1.61  0.095
78 H -8.79 1.74 2.36  0.101
79 H -8.96 3.33 3.13  0.126
80 H -7.76 1.35 4.62  0.137
81 H -7.18 3.02 4.67  0.148
82 C -1.73 1.46 -4.62  -0.100
83 C -2.36 2.79 -4.44  -0.217
84 C -2.46 3.17 -2.95  -0.153
85 N -3.17 4.41 -2.65  -0.268
86 C -4.55 4.10 -2.99  0.023
87 C -2.75 5.65 -3.39  -0.106
88 C -3.12 6.74 -2.48  -0.144
89 C -3.48 6.18 -1.04  -0.123
90 C -2.95 4.83 -1.19  -0.090
91 H -0.76 1.33 -4.15  0.067
92 H -1.61 1.18 -5.69  0.101
93 H -2.27 0.60 -4.21  0.050
94 H -3.32 2.78 -4.95  0.112
95 H -1.75 3.53 -4.98  0.119
96 H -1.43 3.26 -2.61  0.123
97 H -2.92 2.33 -2.45  0.088
98 H -4.60 4.09 -4.07  0.097
99 H -5.19 4.92 -2.57  0.130
100 H -4.81 3.10 -2.57  0.105
101 H -3.26 5.67 -4.37  0.149
102 H -1.70 5.49 -3.43  0.130
103 H -3.94 7.32 -2.93  0.121
104 H -2.34 7.52 -2.33  0.123
105 H -4.54 6.39 -0.85  0.117
106 H -2.92 6.78 -0.33  0.107
107 H -3.53 4.06 -0.75  0.096
108 H -1.86 4.77 -1.04  0.119
109 C 0.66 -3.32 -3.71  -0.089
110 C -0.61 -2.57 -4.13  -0.252
111 C -1.83 -2.81 -3.22  -0.227
112 C -3.07 -2.01 -3.69  -0.262
113 P -4.64 -2.91 -3.52  1.047
114 C -5.98 -1.73 -3.93  -0.265
115 C -7.47 -2.26 -3.76  -0.237
116 C -8.47 -1.27 -4.29  -0.287
117 C -8.45 0.01 -3.51  -0.101
118 C -4.90 -4.41 -4.60  -0.274
119 C -3.85 -5.43 -4.86  -0.271
120 C -4.39 -6.53 -5.78  -0.262
121 C -3.30 -7.56 -5.98  -0.109
122 C -4.89 -3.33 -1.75  -0.230
123 C -5.68 -4.64 -1.58  -0.265
124 C -5.96 -4.95 -0.13  -0.269
125 C -6.95 -6.12 0.14  -0.084
126 H 1.11 -3.01 -2.78  0.059
127 H 1.39 -3.14 -4.50  0.076
128 H 0.54 -4.40 -3.64  0.064
129 H -0.84 -2.79 -5.18  0.115
130 H -0.39 -1.53 -4.02  0.081
131 H -1.57 -2.58 -2.15  0.113
132 H -2.01 -3.90 -3.14  0.093
133 H -3.12 -1.74 -4.76  0.097
134 H -3.14 -1.02 -3.24  0.053
135 H -5.82 -1.46 -5.01  0.109
136 H -5.78 -0.79 -3.36  0.057
137 H -7.66 -2.54 -2.71  0.104
138 H -7.59 -3.21 -4.34  0.114
139 H -9.46 -1.73 -4.27  0.120
140 H -8.19 -1.06 -5.32  0.110
141 H -7.43 0.39 -3.32  0.066
142 H -8.86 -0.21 -2.52  0.079
143 H -9.17 0.63 -4.00  0.069
144 H -5.31 -3.95 -5.54  0.112
145 H -5.79 -4.90 -4.17  0.087
146 H -3.59 -5.95 -3.89  0.126
147 H -2.94 -4.93 -5.21  0.114
148 H -4.64 -6.00 -6.73  0.126
149 H -5.21 -7.03 -5.31  0.105
150 H -3.73 -8.40 -6.59  0.097
151 H -3.01 -7.86 -4.99  0.045
152 H -2.40 -7.19 -6.50  0.081
153 H -5.40 -2.40 -1.40  0.095
154 H -3.90 -3.47 -1.30  0.079
155 H -5.16 -5.53 -1.95  0.111
156 H -6.65 -4.57 -2.05  0.086
157 H -6.31 -4.06 0.40  0.105
158 H -5.00 -5.20 0.33  0.053
159 H -6.46 -7.10 -0.02  0.080
160 H -7.78 -6.04 -0.58  0.070
161 H -7.26 -6.10 1.17  0.062
162 C 3.90 -3.49 2.13  -0.080
163 C 2.71 -3.69 1.16  -0.260
164 C 2.66 -4.93 0.31  -0.223
165 C 2.78 -6.21 1.19  -0.269
166 P 2.63 -7.86 0.45  0.994
167 C 3.67 -7.94 -1.05  -0.256
168 C 5.17 -7.56 -0.76  -0.214
169 C 5.88 -7.21 -2.09  -0.278
170 C 5.97 -8.34 -3.05  -0.109
171 C 3.15 -9.13 1.52  -0.285
172 C 4.26 -8.72 2.47  -0.280
173 C 4.87 -9.71 3.49  -0.224
174 C 6.20 -9.05 3.88  -0.113
175 C 0.88 -8.12 -0.04  -0.238
176 C 0.63 -7.64 -1.43  -0.273
177 C 0.38 -8.73 -2.47  -0.245
178 C -1.14 -8.96 -2.66  -0.088
179 H 4.02 -4.31 2.83  0.065
180 H 3.61 -2.62 2.75  0.090
181 H 4.82 -3.24 1.66  0.052
182 H 2.60 -2.82 0.49  0.074
183 H 1.80 -3.68 1.79  0.117
184 H 3.41 -4.90 -0.51  0.114
185 H 1.69 -5.13 -0.20  0.103
186 H 2.00 -6.13 1.99  0.130
187 H 3.77 -6.21 1.75  0.087
188 H 3.42 -7.21 -1.88  0.119
189 H 3.56 -8.92 -1.43  0.078
190 H 5.66 -8.47 -0.34  0.117
191 H 5.12 -6.81 0.00  0.077
192 H 6.87 -6.93 -1.82  0.099
193 H 5.46 -6.30 -2.50  0.112
194 H 6.58 -7.98 -3.85  0.072
195 H 4.95 -8.58 -3.47  0.092
196 H 6.42 -9.24 -2.62  0.089
197 H 3.41 -9.98 0.81  0.132
198 H 2.26 -9.45 2.14  0.131
199 H 3.92 -7.85 3.03  0.110
200 H 5.08 -8.35 1.89  0.072
201 H 5.11 -10.72 3.04  0.127
202 H 4.19 -9.86 4.33  0.108
203 H 6.04 -8.09 4.35  0.074
204 H 6.80 -8.91 2.99  0.072
205 H 6.80 -9.63 4.56  0.072
206 H 0.28 -7.59 0.72  0.109
207 H 0.70 -9.19 0.12  0.104
208 H 1.28 -6.88 -1.81  0.083
209 H -0.34 -7.17 -1.40  0.089
210 H 0.91 -9.63 -2.23  0.093
211 H 0.75 -8.37 -3.44  0.113
212 H -1.61 -9.37 -1.77  0.077
213 H -1.28 -9.60 -3.50  0.062
214 H -1.59 -7.97 -2.83  0.068
215 C -1.40 4.53 2.57  -0.089
216 C -0.28 4.54 3.62  -0.253
217 C 0.74 5.65 3.32  -0.234
218 C 1.93 5.52 4.30  -0.255
219 P 3.45 6.45 3.88  1.002
220 C 3.11 8.13 3.40  -0.290
221 C 2.59 8.36 2.00  -0.242
222 C 2.50 9.89 1.71  -0.234
223 C 3.83 10.51 1.39  -0.109
224 C 4.51 6.47 5.39  -0.236
225 C 4.95 5.02 5.88  -0.221
226 C 5.65 5.11 7.24  -0.275
227 C 5.88 3.70 7.70  -0.124
228 C 4.29 5.49 2.61  -0.233
229 C 5.83 5.83 2.50  -0.240
230 C 6.52 5.24 1.32  -0.256
231 C 6.58 3.70 1.25  -0.079
232 H -2.06 5.37 2.77  0.077
233 H -2.07 3.67 2.67  0.057
234 H -1.00 4.56 1.59  0.043
235 H 0.19 3.52 3.73  0.119
236 H -0.71 4.72 4.63  0.110
237 H 0.30 6.67 3.43  0.130
238 H 0.98 5.45 2.29  0.088
239 H 2.33 4.50 4.37  0.087
240 H 1.63 5.79 5.35  0.125
241 H 4.06 8.66 3.62  0.104
242 H 2.39 8.54 4.13  0.116
243 H 1.62 7.82 1.90  0.098
244 H 3.19 7.85 1.28  0.077
245 H 2.19 10.35 2.64  0.101
246 H 1.75 10.11 0.98  0.101
247 H 4.26 10.20 0.43  0.078
248 H 4.61 10.16 2.03  0.051
249 H 3.84 11.61 1.39  0.085
250 H 3.83 6.87 6.15  0.098
251 H 5.39 7.07 5.28  0.091
252 H 5.66 4.64 5.16  0.093
253 H 4.05 4.40 5.95  0.107
254 H 5.10 5.65 7.99  0.104
255 H 6.59 5.67 7.24  0.122
256 H 6.36 3.68 8.68  0.077
257 H 6.58 3.10 7.10  0.083
258 H 4.95 3.12 7.74  0.086
259 H 3.87 5.54 1.63  0.081
260 H 4.23 4.46 3.03  0.088
261 H 6.35 5.48 3.41  0.100
262 H 5.99 6.92 2.48  0.111
263 H 7.56 5.63 1.28  0.125
264 H 5.97 5.66 0.50  0.089
265 H 6.90 3.16 2.13  0.073
266 H 7.22 3.33 0.49  0.054
267 H 5.56 3.23 1.18  0.076
268 O -5.94 0.60 -0.14  0.034
269 C -4.84 1.13 -0.96  -0.592
270 O -4.55 0.68 -2.21  -0.125
271 O -4.11 1.93 -0.33  -0.048
272 H -6.24 -0.03 -0.73  0.023
273 O -0.21 6.97 -0.59  -0.026
274 C 0.86 5.98 -0.77  -0.673
275 O 2.05 6.38 -0.34  -0.118
276 O 0.46 4.87 -1.16  -0.038
277 H 0.37 7.77 -0.49  0.093
278 O 2.08 -1.54 5.43  0.043
279 C 1.13 -0.66 5.05  -0.891
280 O 1.50 0.18 4.11  -0.132
281 O 0.06 -0.86 5.43  0.049
282 H 1.53 -1.94 6.16  0.125
283 C 4.34 -0.89 0.10  -0.020
284 C 4.25 0.27 -0.93  -0.713
285 O 3.13 0.41 -1.48  -0.086
286 O 5.24 1.03 -1.04  -0.078
287 H 3.47 -0.79 0.72  0.035
288 H 5.27 -0.74 0.69  0.090
289 H 4.26 -1.90 -0.29  0.056
290 C -3.10 -5.99 1.57  -0.029
291 C -2.22 -5.36 0.32  -0.705
292 O -2.79 -5.53 -0.82  -0.112
293 O -1.26 -4.77 0.80  -0.060
294 H -3.97 -6.53 1.17  0.044
295 H -2.57 -6.84 1.99  0.047
296 H -3.16 -5.10 2.17  0.054